Entry 1:
C2H7N4O2 | wB97M-V/def2-TZVPD

Output
- charge = +1

Last column: Löwdin charge in e.
Geometry (Å):
C: 1.530 -0.003 0.034  -0.4096
C: -3.051 -0.346 -0.166  -0.3739
N: 2.273 -0.964 0.579  0.2138
N: 1.564 0.236 -1.270  0.2333
N: -4.152 -0.439 0.242  0.2582
N: 0.704 0.707 0.797  0.0349
O: -1.935 -0.092 -0.393  0.1119
O: -0.037 1.729 0.247  0.0194
H: 2.911 -1.504 0.020  0.1353
H: 2.257 -1.145 1.569  0.1349
H: 2.128 -0.311 -1.896  0.1389
H: 1.025 1.008 -1.637  0.1343
H: -5.021 -0.900 0.105  0.1048
H: -0.901 1.356 -0.038  0.0829
H: 0.704 0.668 1.808  0.1809

Cartesian forces, eV/Å:
-0.20 0.06 -0.28
-0.74 0.28 0.58
0.08 -0.01 0.07
-0.10 0.13 0.11
-0.38 -0.10 0.14
-0.41 0.05 0.09
1.25 -0.01 -0.59
0.37 0.16 -0.17
0.00 0.05 0.03
-0.03 -0.01 -0.02
0.02 0.01 0.02
0.06 -0.08 0.04
-0.25 -0.20 -0.15
0.28 -0.32 0.29
0.03 0.01 -0.16

Entry 2:
C4H4IN2 | wB97M-V/def2-TZVPD

Output
- charge = +1

Last column: Löwdin charge in e.
Geometry (Å):
C: -0.150 0.594 -0.035  -0.4086
C: 0.690 0.102 -1.024  0.0015
C: 0.175 -1.579 0.335  -0.0005
C: -0.578 1.868 -0.038  -0.4817
N: 0.882 -1.222 -0.772  0.1033
N: -0.373 -0.494 0.885  0.1534
I: -0.141 3.308 -1.483  1.0183
H: 0.172 -2.496 0.968  0.1807
H: -1.031 2.298 0.943  0.1035
H: 1.320 -1.744 -1.484  0.1463
H: -0.965 -0.634 1.704  0.1836

Cartesian forces, eV/Å:
-0.04 -0.71 0.43
1.06 0.07 -2.40
0.43 0.32 1.99
-0.31 2.22 2.38
-1.75 1.42 1.37
-0.13 -1.24 -0.84
-0.35 -0.97 0.84
0.03 0.38 -1.24
0.30 -0.75 -2.03
0.65 -1.34 -0.28
0.11 0.59 -0.21

Relative energy (zero: lowest compared OMol25 entry of this formula, charge and spin) per entry: 0.000 0.707 eV
E_LUMO per entry: -0.1078 -0.2210 Ha
Highest occupied orbital energy per entry: -14.610 -13.132 eV